Record 1
Entry from the OMol25 dataset: 3 unconnected molecules or ions with the total composition C20H41BBrN2O3P in a non-equilibrium geometry (the ωB97M-V functional and the def2-TZVPD basis).

Properties
Total energy in hartree: -4062.21384
SMILES: CC(C)[C@H](C)COB(OC[C@@H](C)C(C)C)P(O)Br.CCCC#N.CCCC#N

XYZ file:
```
69
C20H41BBrN2O3P, DFT the ωB97M-V functional and the def2-TZVPD basis
C -0.535 -2.795 -1.551
C -1.236 -1.517 -2.040
C -1.402 -1.485 -3.558
C -0.584 -0.250 -1.435
C -1.566 0.928 -1.512
C 0.683 0.207 -2.136
O 1.741 -0.755 -2.111
B 2.951 -0.343 -1.633
O 2.991 0.343 -0.465
C 4.252 0.805 0.044
C 4.060 1.338 1.453
C 3.068 2.519 1.434
C 3.647 0.267 2.514
C 3.725 -1.188 2.048
C 4.503 0.477 3.768
P 4.538 -0.690 -2.699
O 3.792 -1.253 -4.048
Br 5.334 -2.557 -1.716
H -0.860 -3.668 -2.115
H -0.770 -2.909 -0.491
H 0.546 -2.719 -1.629
H -2.243 -1.551 -1.615
H -0.484 -1.236 -4.088
H -2.201 -0.806 -3.859
H -1.698 -2.475 -3.913
H -0.391 -0.479 -0.384
H -1.622 1.280 -2.544
H -2.569 0.644 -1.202
H -1.216 1.740 -0.876
H 0.446 0.433 -3.178
H 0.988 1.156 -1.687
H 5.001 0.015 0.042
H 4.609 1.622 -0.587
H 5.025 1.745 1.763
H 2.440 2.531 2.324
H 2.409 2.469 0.570
H 3.600 3.470 1.406
H 2.609 0.467 2.781
H 4.629 -1.423 1.491
H 3.663 -1.862 2.903
H 2.864 -1.422 1.422
H 5.544 0.250 3.535
H 4.153 -0.134 4.598
H 4.464 1.531 4.053
H 4.398 -1.105 -4.778
C -4.321 -3.853 -0.608
C -4.264 -4.577 0.731
C -4.310 -3.622 1.930
C -3.177 -2.696 1.919
N -2.290 -1.969 1.908
H -3.461 -3.196 -0.740
H -4.317 -4.568 -1.430
H -5.227 -3.249 -0.691
H -3.353 -5.176 0.783
H -5.105 -5.268 0.810
H -4.282 -4.181 2.865
H -5.230 -3.036 1.918
C -2.079 3.536 1.577
C -2.140 4.905 0.911
C -3.575 5.360 0.622
C -4.253 4.429 -0.283
N -4.765 3.694 -1.000
H -2.499 2.764 0.931
H -1.047 3.260 1.790
H -2.631 3.529 2.519
H -1.574 4.883 -0.022
H -1.664 5.647 1.554
H -3.580 6.347 0.160
H -4.150 5.420 1.547
```

Löwdin charges, unit e, in atom order:
1. C -0.060
2. C -0.389
3. C -0.060
4. C -0.314
5. C -0.055
6. C -0.158
7. O 0.041
8. B -0.831
9. O 0.037
10. C -0.199
11. C -0.305
12. C -0.045
13. C -0.381
14. C -0.062
15. C -0.078
16. P 0.583
17. O -0.376
18. Br 0.259
19. H 0.073
20. H 0.062
21. H 0.070
22. H 0.105
23. H 0.076
24. H 0.078
25. H 0.074
26. H 0.144
27. H 0.083
28. H 0.082
29. H 0.064
30. H 0.126
31. H 0.125
32. H 0.089
33. H 0.132
34. H 0.132
35. H 0.074
36. H 0.071
37. H 0.076
38. H 0.125
39. H 0.065
40. H 0.080
41. H 0.082
42. H 0.084
43. H 0.075
44. H 0.077
45. H 0.037
46. C -0.099
47. C -0.257
48. C -0.188
49. C -0.234
50. N 0.155
51. H 0.045
52. H 0.076
53. H 0.081
54. H 0.112
55. H 0.107
56. H 0.117
57. H 0.120
58. C -0.107
59. C -0.260
60. C -0.192
61. C -0.242
62. N 0.147
63. H 0.057
64. H 0.070
65. H 0.079
66. H 0.109
67. H 0.106
68. H 0.116
69. H 0.119

Record 2
Entry from the OMol25 dataset: 9 unconnected molecules or ions with the total composition C20H41BCl16NO4 in a non-equilibrium geometry (the ωB97M-V functional and the def2-TZVPD basis).

Properties
Total energy in hartree: -8530.08062
Total charge: +1

XYZ file:
```
83
C20H41BCl16NO4, DFT the ωB97M-V functional and the def2-TZVPD basis
C 0.413 2.437 3.149
C -0.521 2.803 2.237
C -0.157 3.197 0.821
N 0.162 1.914 0.123
C 1.642 1.623 0.124
C 1.959 0.539 -0.885
C 3.384 0.009 -0.725
C 3.421 -1.518 -0.585
C 2.760 -1.963 0.711
O 3.157 -3.290 1.027
O 1.739 1.022 -2.211
C 0.702 1.983 -2.292
C -0.383 1.718 -1.266
B -1.811 2.405 -1.522
O -2.095 3.064 -2.690
O -2.716 2.369 -0.485
C -3.147 1.095 0.026
C -4.020 1.289 1.247
H 1.465 2.672 3.027
H 0.102 1.881 4.028
H -1.579 2.755 2.482
H -0.988 3.717 0.355
H 0.702 3.869 0.835
H -0.227 1.180 0.722
H 1.937 1.300 1.122
H 2.204 2.528 -0.105
H 1.260 -0.287 -0.709
H 4.003 0.351 -1.552
H 3.803 0.431 0.195
H 2.884 -1.958 -1.427
H 4.451 -1.873 -0.594
H 2.992 -1.278 1.538
H 1.671 -1.941 0.587
H 2.416 -3.703 1.475
H 0.256 1.933 -3.281
H 1.098 3.000 -2.173
H -0.591 0.643 -1.347
H -2.398 2.458 -3.380
H -3.698 0.561 -0.752
H -2.293 0.458 0.299
H -4.132 0.326 1.749
H -3.542 1.964 1.957
H -5.009 1.655 0.983
C -0.490 -1.303 4.554
Cl -1.724 -0.209 5.179
Cl -0.309 -1.138 2.792
H 0.471 -1.059 4.998
H -0.783 -2.323 4.771
C 2.647 0.533 7.220
Cl 1.239 1.542 6.866
Cl 2.735 -0.874 6.148
H 3.542 1.125 7.077
H 2.574 0.180 8.241
C 4.735 -5.677 3.106
Cl 5.217 -4.667 4.479
Cl 3.217 -6.537 3.424
H 4.596 -5.035 2.243
H 5.506 -6.412 2.925
C -1.665 3.836 -6.054
Cl -1.345 3.852 -7.782
Cl -3.107 2.870 -5.659
H -0.816 3.400 -5.543
H -1.840 4.850 -5.715
C 9.059 -7.245 2.643
Cl 8.287 -5.659 2.783
Cl 7.913 -8.483 2.114
H 9.857 -7.178 1.915
H 9.443 -7.523 3.616
C -6.237 4.071 -4.105
Cl -6.543 5.759 -3.693
Cl -7.718 3.231 -4.590
H -5.535 4.039 -4.928
H -5.828 3.571 -3.234
C -7.048 -0.309 -4.148
Cl -6.406 0.271 -2.605
Cl -5.873 -1.291 -5.028
H -7.923 -0.914 -3.945
H -7.299 0.549 -4.757
C -2.775 -2.734 -3.649
Cl -2.063 -1.238 -4.276
Cl -2.579 -2.887 -1.897
H -3.834 -2.725 -3.875
H -2.278 -3.570 -4.125
```

Löwdin charges, unit e, in atom order:
1. C 0.039
2. C -0.116
3. C -0.096
4. N -0.025
5. C -0.043
6. C -0.313
7. C -0.116
8. C -0.157
9. C -0.286
10. O -0.059
11. O -0.059
12. C -0.130
13. C -0.094
14. B -0.592
15. O 0.156
16. O 0.067
17. C -0.218
18. C -0.041
19. H 0.076
20. H 0.016
21. H 0.098
22. H 0.125
23. H 0.141
24. H 0.138
25. H 0.131
26. H 0.154
27. H 0.141
28. H 0.130
29. H 0.119
30. H 0.128
31. H 0.126
32. H 0.117
33. H 0.089
34. H 0.082
35. H 0.135
36. H 0.147
37. H 0.162
38. H 0.041
39. H 0.114
40. H 0.105
41. H 0.089
42. H 0.065
43. H 0.087
44. C -0.995
45. Cl 0.524
46. Cl 0.509
47. H -0.061
48. H 0.035
49. C -0.986
50. Cl 0.522
51. Cl 0.539
52. H 0.028
53. H 0.031
54. C -1.035
55. Cl 0.485
56. Cl 0.500
57. H 0.004
58. H -0.026
59. C -0.994
60. Cl 0.552
61. Cl 0.574
62. H 0.018
63. H 0.036
64. C -1.007
65. Cl 0.516
66. Cl 0.510
67. H 0.025
68. H 0.026
69. C -1.039
70. Cl 0.525
71. Cl 0.534
72. H -0.027
73. H 0.012
74. C -1.010
75. Cl 0.499
76. Cl 0.537
77. H 0.032
78. H -0.031
79. C -1.018
80. Cl 0.485
81. Cl 0.497
82. H -0.030
83. H 0.031

Record 3
Entry from the OMol25 dataset: 7 unconnected molecules or ions with the total composition C20H41BrF3N3O13S3 in a non-equilibrium geometry (the ωB97M-V functional and the def2-TZVPD basis).

Properties
Total energy in hartree: -5997.18967
SMILES: CCOC[C@]1(O)[C@](Br)(CCO)[C@@](CCC(N)=O)(C(F)(F)F)[C@H](CCCSC(=S)n2ccnc2)OS1(=O)=O.O.O.O.O.O.O

XYZ file:
```
84
C20H41BrF3N3O13S3, DFT the ωB97M-V functional and the def2-TZVPD basis
C 4.812 -2.885 -0.290
C 3.539 -2.802 -1.142
O 2.885 -1.538 -0.940
C 2.228 -1.117 -2.115
C 0.834 -0.492 -1.927
O 0.284 -0.549 -3.215
C 0.766 1.024 -1.462
Br -0.842 1.801 -2.399
C 1.899 1.807 -2.167
C 3.346 1.766 -1.676
O 3.654 2.804 -0.748
C 0.569 1.220 0.069
C 1.889 0.924 0.804
C 1.834 0.307 2.192
C 3.241 0.324 2.744
N 3.875 1.567 2.892
O 3.819 -0.693 3.022
C 0.208 2.660 0.455
F -1.063 2.987 0.235
F 0.972 3.556 -0.156
F 0.415 2.851 1.773
C -0.607 0.313 0.495
C -1.298 0.544 1.826
C -2.668 -0.161 1.781
C -3.235 -0.316 3.183
S -3.753 1.275 3.873
C -4.903 1.815 2.630
S -6.158 0.920 2.166
N -4.616 3.052 2.066
C -4.859 3.478 0.778
C -4.363 4.719 0.757
N -3.854 5.091 1.969
C -4.016 4.080 2.744
O -0.198 -1.099 0.517
S -0.183 -1.666 -0.948
O -1.485 -1.763 -1.511
O 0.451 -2.939 -0.872
H 5.657 -2.710 -0.947
H 4.935 -3.889 0.079
H 4.790 -2.178 0.523
H 3.831 -2.917 -2.180
H 2.873 -3.589 -0.810
H 2.887 -0.517 -2.730
H 2.061 -2.012 -2.711
H 0.216 -1.469 -3.491
H 1.906 1.464 -3.195
H 1.607 2.840 -2.255
H 3.682 0.814 -1.295
H 3.970 1.941 -2.548
H 4.175 3.469 -1.195
H 2.398 1.872 0.895
H 2.548 0.314 0.208
H 1.220 0.858 2.894
H 1.567 -0.735 2.162
H 3.196 2.314 2.822
H 4.595 1.683 2.192
H -1.415 0.358 -0.228
H -1.508 1.574 2.064
H -0.775 0.109 2.667
H -2.582 -1.146 1.336
H -3.317 0.441 1.153
H -2.452 -0.669 3.842
H -4.033 -1.045 3.214
H -5.338 2.924 0.010
H -4.337 5.381 -0.082
H -3.734 4.045 3.773
O -3.883 -2.705 -3.490
H -3.145 -2.347 -2.984
H -4.543 -2.921 -2.820
O -5.396 -4.289 -1.428
H -6.182 -4.644 -1.004
H -4.779 -5.026 -1.457
O -7.597 3.447 -0.111
H -8.348 3.967 -0.412
H -7.811 3.216 0.799
O 0.377 -5.878 -1.822
H -0.111 -5.917 -2.649
H 0.317 -4.953 -1.552
O 5.045 -4.202 2.462
H 4.381 -4.833 2.755
H 4.719 -3.352 2.779
O 4.687 -0.514 -4.175
H 4.560 -1.065 -4.954
H 5.502 -0.845 -3.783
```

Löwdin charges, unit e, in atom order:
1. C -0.050
2. C -0.218
3. O -0.154
4. C -0.179
5. C -0.448
6. O -0.084
7. C -0.489
8. Br 0.965
9. C -0.184
10. C -0.224
11. O -0.062
12. C -0.246
13. C -0.091
14. C -0.082
15. C -0.509
16. N 0.146
17. O 0.088
18. C -0.616
19. F 0.113
20. F 0.171
21. F 0.147
22. C -0.265
23. C -0.132
24. C -0.229
25. C -0.460
26. S 0.903
27. C -1.058
28. S 0.766
29. N -0.145
30. C -0.088
31. C -0.138
32. N 0.081
33. C -0.193
34. O -0.154
35. S 0.686
36. O -0.226
37. O -0.232
38. H 0.067
39. H 0.058
40. H 0.064
41. H 0.113
42. H 0.111
43. H 0.100
44. H 0.128
45. H 0.119
46. H 0.115
47. H 0.092
48. H 0.100
49. H 0.122
50. H 0.091
51. H 0.096
52. H 0.107
53. H 0.120
54. H 0.121
55. H 0.086
56. H 0.104
57. H 0.101
58. H 0.103
59. H 0.114
60. H 0.121
61. H 0.101
62. H 0.079
63. H 0.069
64. H 0.098
65. H 0.103
66. H 0.108
67. O -0.067
68. H -0.006
69. H -0.004
70. O -0.047
71. H 0.043
72. H 0.049
73. O -0.070
74. H 0.042
75. H 0.019
76. O -0.062
77. H 0.030
78. H -0.012
79. O -0.057
80. H 0.041
81. H 0.026
82. O -0.042
83. H 0.050
84. H 0.047

Number 1: frontier orbital gap 0.3289 Ha. Number 2: frontier orbital gap 0.3767 Ha. Number 3: frontier orbital gap 0.2991 Ha.